{"formula": "C7H7N", "method": "wB97M-V/def2-TZVPD", "energy_ha": -325.4998, "total_charge": 0, "smiles": "c1ccncc1.C#C", "molar_mass_da": 105.1, "elements": ["N", "C", "C", "C", "C", "C", "C", "C", "H", "H", "H", "H", "H", "H", "H"], "coordinates": [[0.63255, -0.37359, 0.61052], [-0.99235, 1.21826, 2.72483], [-0.79358, -1.23884, -1.07269], [-0.16344, -0.42094, -2.04260], [0.81685, 0.47903, -1.65798], [-0.25309, 1.05463, 1.74219], [-0.40769, -1.14408, 0.22592], [1.22477, 0.37095, -0.34032], [1.40274, 0.99179, -2.37126], [-1.49128, 1.61984, 3.62604], [-0.95523, -1.67621, 1.00129], [-1.55581, -1.89078, -1.50796], [2.02650, 0.98496, -0.04708], [-0.42318, -0.55199, -3.09291], [-0.02039, 1.22348, 0.64221]], "lowdin_charge": [-0.037, 0.024, -0.057, -0.060, -0.050, -0.103, -0.146, -0.199, 0.096, 0.024, 0.122, 0.109, 0.110, 0.106, 0.063]}



{"formula": "C5H6O2", "method": "wB97M-V/def2-TZVPD", "energy_ha": -344.4370, "total_charge": 0, "molar_mass_da": 98.1, "elements": ["O", "O", "C", "C", "C", "C", "C", "H", "H", "H", "H", "H", "H"], "coordinates": [[-0.97019, 0.16828, 1.57415], [1.28099, -0.77346, -0.41440], [0.31562, 0.62143, 1.04266], [0.97249, -0.77803, 0.99611], [-0.56464, -0.91292, 0.73372], [-0.47829, 0.64975, -1.58857], [0.05617, -0.00794, -0.36172], [0.64330, 1.58830, 1.42848], [-1.34542, 1.26009, -1.31781], [-1.16400, -1.81418, 0.61664], [-0.77086, -0.08343, -2.34342], [0.29282, 1.30056, -2.01406], [1.73202, -1.21846, 1.64821]], "lowdin_charge": [-0.025, -0.010, -0.102, -0.116, -0.129, 0.017, -0.370, 0.154, 0.095, 0.155, 0.088, 0.092, 0.152]}